# 1
69
Properties=species:S:1:pos:R:3 method="wB97M-V/def2-TZVPD" e_tot_ev=-118972.120 spin_multiplicity=3 mol_weight_g_mol=668.02 orbital_gap_ev="7.87 / 6.03" relative_energy_kcal_mol=21.2
Pd -1.20 -0.63 -0.47
C -3.08 1.08 -2.48
C -3.67 1.48 -1.13
N -3.43 0.50 -0.05
C -4.42 -0.59 -0.10
C -3.83 -1.95 0.25
C -3.30 1.11 1.28
C -2.20 0.46 2.12
N -0.99 0.48 1.32
C 0.23 0.23 1.89
C 1.41 0.46 1.14
F 1.29 0.85 -0.14
C 2.68 0.34 1.65
F 3.72 0.62 0.86
C 2.89 -0.05 2.96
C 1.77 -0.31 3.72
F 1.92 -0.71 4.99
C 0.49 -0.18 3.22
F -0.52 -0.50 4.04
H -3.20 1.90 -3.19
H -3.56 0.19 -2.89
H -2.01 0.90 -2.37
H -4.75 1.64 -1.24
H -3.22 2.42 -0.84
H -4.81 -0.63 -1.11
H -5.26 -0.37 0.57
H -2.83 -1.99 -0.21
H -4.43 -2.76 -0.15
H -3.71 -2.09 1.32
H -4.25 1.06 1.83
H -3.03 2.16 1.15
H -2.50 -0.55 2.42
H -2.07 1.05 3.03
H 3.89 -0.15 3.37
C 1.83 3.56 1.70
N 2.05 3.34 0.29
C 1.08 3.38 -0.67
Se -0.69 3.72 -0.46
N 1.70 3.07 -1.84
C 3.06 2.85 -1.65
C 4.09 2.52 -2.51
C 5.36 2.37 -1.96
C 5.58 2.56 -0.60
C 4.55 2.90 0.26
C 3.29 3.03 -0.29
H 0.77 3.42 1.91
H 2.11 4.58 1.99
H 2.41 2.84 2.27
H 1.19 2.98 -2.70
H 3.92 2.37 -3.57
H 6.19 2.11 -2.60
H 6.58 2.44 -0.20
H 4.72 3.05 1.32
C -0.85 -3.87 0.70
Si -0.27 -3.73 -1.09
C -1.54 -4.45 -2.26
C 1.29 -4.77 -1.25
C 0.06 -1.95 -1.54
H -0.28 -4.65 1.23
H -1.90 -4.14 0.77
H -0.70 -2.94 1.24
H -1.72 -5.51 -2.05
H -1.17 -4.38 -3.29
H -2.50 -3.92 -2.22
H 1.04 -5.83 -1.21
H 2.00 -4.55 -0.44
H 1.80 -4.58 -2.20
H -0.14 -1.68 -2.58
H 1.06 -1.62 -1.26

=====

# 2
11
Properties=species:S:1:pos:R:3 method="wB97M-V/def2-TZVPD" e_tot_ev=-6755.651 mol_weight_g_mol=79.10 orbital_gap_ev=10.49 smiles=c1ccncc1 relative_energy_kcal_mol=5.9
C 1.41 0.23 -0.07
C 0.47 1.29 0.01
C -0.91 1.00 0.02
N -1.44 -0.24 -0.07
C -0.51 -1.24 0.04
C 0.85 -1.05 -0.01
H 2.48 0.37 0.00
H 0.79 2.27 0.20
H -1.60 1.83 0.01
H -0.94 -2.25 0.14
H 1.50 -1.89 0.08